Record 1
80
Properties=species:S:1:pos:R:3:forces:R:3 method="wB97M-V/def2-TZVPD" max_force_ev_per_a=4.054 spin_multiplicity=1 molar_mass_g_mol=698.661 lumo_energy_ha=-0.039
C 4.85047 -4.84600 -2.01321 -0.7 1.4 0.6
C 4.33120 -3.58384 -2.87365 0.7 -1.9 0.3
C 3.36555 -4.17198 -3.97667 0.4 0.2 -0.3
C 2.35262 -3.12833 -4.61865 0.4 -1.1 -0.3
N 2.45827 -1.78323 -3.97417 -1.9 -0.6 -0.5
C 1.39486 -1.49311 -3.05981 -1.5 3.4 0.7
C 0.90958 -0.09422 -2.97948 -0.7 -1.7 1.8
C 1.51084 1.05816 -3.84175 0.6 -1.1 -0.6
C 3.09859 1.16921 -3.78512 0.0 1.5 0.0
C 3.60799 2.40894 -2.91753 1.3 -1.3 0.6
C 5.21493 2.28364 -2.90380 -0.7 -0.5 -0.4
C 3.14555 2.25450 -1.39848 0.7 0.8 -0.3
C -0.20495 0.23972 -1.97914 -0.5 -1.9 1.4
C -0.73910 1.71420 -1.81333 0.3 0.0 -1.0
P -2.17005 1.87916 -3.04312 -2.0 -2.0 0.5
O -3.42581 1.25567 -2.48851 1.6 1.1 -0.6
O -2.44391 3.45857 -3.47299 0.7 -2.1 -0.2
O -1.74194 0.91145 -4.35109 -0.2 1.6 1.0
C -0.83938 -0.77195 -1.11774 1.3 0.3 -1.3
Br -2.30272 -0.35123 0.12519 1.3 -0.5 -1.0
C -0.39301 -2.21528 -1.14115 0.0 2.9 -0.8
N -0.89874 -3.23401 -0.37811 2.8 0.5 -2.9
S 0.05410 -4.53371 -0.90136 0.3 2.1 -0.6
N 1.06215 -3.81215 -2.00895 -1.3 1.3 0.5
C 0.74070 -2.46704 -2.13246 -0.6 -2.4 1.4
H 5.79838 -4.54392 -1.48507 -0.8 -0.7 -0.7
H 4.94789 -5.77567 -2.62983 0.1 0.9 0.7
H 4.07977 -4.97176 -1.18994 0.9 -0.4 -1.0
H 5.26369 -3.13970 -3.33289 -1.3 0.0 0.4
H 3.84165 -2.90217 -2.13242 0.4 -0.3 -1.0
H 2.83581 -5.06943 -3.55808 0.3 1.0 -0.3
H 4.03393 -4.56505 -4.80629 -0.8 0.4 0.9
H 2.61640 -3.04550 -5.71683 -0.3 0.3 1.3
H 1.28341 -3.49352 -4.58286 1.2 0.2 0.0
H 2.41366 -1.11634 -4.75613 0.1 -0.1 0.9
H 1.10139 2.07601 -3.62041 0.1 -1.1 -0.1
H 1.24602 0.82338 -4.92191 0.1 0.4 1.1
H 3.46191 1.37241 -4.84134 -0.3 -0.5 1.2
H 3.61381 0.26605 -3.36377 -0.7 0.7 -0.5
H 3.35437 3.39959 -3.37991 -0.1 -1.0 0.5
H 5.52539 1.62453 -2.03654 -0.3 0.9 -0.9
H 5.51975 1.72509 -3.83726 0.0 0.9 0.9
H 5.71864 3.28570 -2.84538 -0.4 -1.0 0.0
H 4.04278 2.49170 -0.74806 -1.1 -0.2 -0.6
H 2.87026 1.18818 -1.18368 -0.1 1.1 -0.2
H 2.35702 3.00580 -1.12580 0.4 -1.0 -0.1
H -1.17933 1.90493 -0.80026 0.3 -0.4 -1.0
H 0.06026 2.48356 -1.98042 -0.7 -0.8 0.1
H -3.31407 3.43484 -3.92979 0.5 0.2 0.4
H -2.32068 0.12143 -4.32697 0.2 0.7 0.2
O -2.53283 3.77895 5.05713 -0.2 -0.4 -0.1
S -3.91306 3.63952 4.69391 -0.5 1.0 -0.4
O -4.59272 2.37991 4.76843 0.0 0.3 0.0
O -4.12921 4.25574 3.22649 -0.1 0.1 0.7
C -3.31387 3.75976 2.15804 0.4 -0.5 -0.8
C -3.77131 2.39256 1.68656 -0.1 -0.1 0.2
C -4.86262 4.83512 5.58146 -0.1 0.1 -0.1
H -2.26106 3.74477 2.45244 -0.1 0.0 0.2
H -3.40654 4.47131 1.33513 -0.2 0.2 0.3
H -3.61452 1.63809 2.46005 0.0 0.0 -0.1
H -3.21715 2.08361 0.79904 -0.1 0.2 0.0
H -4.83829 2.40116 1.45522 0.1 0.1 -0.1
H -4.37662 5.80525 5.49922 0.0 -0.1 0.0
H -4.90073 4.52019 6.62363 0.1 -0.1 -0.1
H -5.86792 4.86548 5.16498 0.1 0.0 0.0
O -1.96620 -2.56722 7.77582 0.3 0.3 -0.2
S -1.48902 -2.55474 6.42227 -0.5 -0.1 -0.6
O -0.30263 -1.84172 6.04982 -0.2 -0.1 0.4
O -2.69010 -2.11193 5.45208 0.4 -0.7 0.3
C -3.36086 -0.87220 5.71691 -0.3 1.0 0.0
C -2.53545 0.32253 5.28387 0.4 0.1 0.3
C -1.34733 -4.21998 5.84975 -0.1 -0.1 -0.1
H -3.63511 -0.80149 6.77267 0.1 -0.2 0.0
H -4.29045 -0.89023 5.14427 0.1 -0.3 0.0
H -1.63477 0.41947 5.89322 0.0 -0.1 0.0
H -3.11267 1.24572 5.38301 0.3 -0.7 0.0
H -2.21248 0.21276 4.24550 -0.1 0.0 0.0
H -2.25981 -4.75864 6.09737 0.0 0.1 0.0
H -0.49448 -4.67212 6.35451 0.0 0.1 0.0
H -1.18011 -4.20896 4.77410 0.0 0.1 0.1



Record 2
70
Properties=species:S:1:pos:R:3:forces:R:3 method="wB97M-V/def2-TZVPD" total_charge=+3 max_force_ev_per_a=3.397 spin_multiplicity=1 molar_mass_g_mol=596.635 lumo_energy_ha="-0.416 / -0.437"
Ga 0.57502 -0.06408 0.26109 0.2 -0.4 3.4
P 2.60369 -0.62485 1.59997 0.7 -0.2 -0.1
P 0.33594 2.31897 0.73430 0.0 0.8 0.0
P -0.48004 -2.31248 0.06066 -0.6 -0.6 0.1
H -2.95275 2.08362 -2.99617 -0.1 -0.4 0.4
C -3.30742 1.09079 -2.67807 -1.0 -0.3 0.4
C -3.99899 0.88602 -1.53291 1.1 0.3 -0.9
H -4.07695 1.68867 -0.79846 -0.3 -0.2 -0.2
C 4.07055 -0.86117 0.53336 -0.3 0.1 -0.1
C 3.13078 0.61498 2.83025 -0.3 0.2 -0.1
C 2.47854 -2.15855 2.57435 -0.3 -0.1 -0.1
C -1.25589 2.94927 0.11644 -0.2 -0.1 -0.1
C 0.45963 2.99521 2.41935 0.0 -0.2 0.2
C 1.59850 3.22472 -0.23039 0.1 -0.3 -0.1
C -2.13824 -2.23419 -0.70448 -0.1 0.2 -0.1
C -0.72679 -3.35333 1.53175 0.2 0.0 0.2
C 0.50636 -3.29868 -1.11466 0.3 0.2 0.1
H -3.23792 0.30454 -3.44316 0.0 0.3 0.4
H -4.45610 -0.07875 -1.29744 0.1 0.4 -0.1
H 4.93978 -1.08674 1.16791 -0.2 0.1 -0.2
H 4.25475 0.04407 -0.06030 0.1 -0.1 0.3
H 3.89780 -1.68214 -0.17379 0.1 0.1 0.2
H 4.09369 0.29345 3.25718 -0.3 0.1 -0.2
H 2.38793 0.70504 3.63480 0.3 -0.1 -0.2
H 3.25110 1.59646 2.35299 0.1 -0.2 0.1
H 3.39911 -2.29354 3.16034 -0.2 0.1 -0.2
H 2.34336 -3.02139 1.91249 0.1 0.1 0.1
H 1.62382 -2.11353 3.26088 0.2 0.1 -0.1
H -1.09862 3.91570 -0.38158 0.0 -0.2 0.2
H -1.93581 3.09553 0.96432 0.1 -0.1 -0.2
H -1.73242 2.26017 -0.58857 0.1 0.1 0.1
H 0.56330 4.08922 2.35750 0.0 -0.3 0.0
H 1.32383 2.57749 2.95089 -0.3 0.3 -0.1
H -0.45232 2.74189 2.97374 0.2 0.1 -0.1
H 1.26973 4.26446 -0.37941 0.2 -0.3 0.1
H 1.74872 2.72609 -1.20214 -0.1 0.4 0.3
H 2.55565 3.21464 0.30919 -0.2 0.1 -0.1
H -2.28459 -3.10671 -1.36025 0.1 0.3 0.3
H -2.26134 -1.31682 -1.29320 0.0 -0.2 0.0
H -2.91652 -2.24312 0.07097 0.3 0.0 -0.1
H -1.02757 -4.36404 1.21969 0.1 0.3 0.1
H -1.51257 -2.92126 2.16349 0.2 -0.1 -0.2
H 0.19669 -3.41197 2.11729 -0.3 -0.1 -0.1
H -0.10842 -4.10825 -1.53310 0.2 0.3 0.1
H 1.37435 -3.73275 -0.60287 -0.2 0.1 -0.1
H 0.87211 -2.64364 -1.91863 -0.2 -0.3 0.1
C 1.15059 0.35930 -3.85098 -0.1 0.0 0.5
C -0.10637 0.91283 -4.19215 -0.7 0.6 -0.3
C -0.42643 1.15712 -5.53449 -0.3 -0.1 1.1
C 0.47760 0.83458 -6.55647 0.4 -0.1 -0.1
C 1.70782 0.24855 -6.23283 0.4 -0.2 0.4
C 2.02203 -0.00130 -4.90532 0.7 -0.3 -0.2
Se 1.89216 0.13313 -2.09820 -0.1 0.2 -1.9
H -0.11802 0.18958 -1.03331 -0.8 0.3 -2.3
H -0.82853 1.15911 -3.40731 0.3 -0.1 -0.3
H -1.39331 1.60095 -5.79997 0.4 -0.2 0.2
H 0.24079 1.03343 -7.60288 0.0 0.0 0.3
H 2.43923 -0.01914 -7.00030 -0.4 0.1 0.2
H 2.97666 -0.44965 -4.63049 -0.1 0.0 -0.3
Cl -4.88548 -1.11406 2.88034 -0.1 0.1 -0.1
C -3.30113 -0.60340 3.27188 0.4 0.2 0.0
C -2.87151 -0.61992 4.60129 1.0 0.2 -0.4
C -1.52938 -0.29927 4.85611 -0.4 0.0 -0.4
C -0.70119 0.01228 3.77642 0.2 -0.1 0.6
N -1.12763 0.06139 2.51768 -0.3 0.0 -0.9
C -2.42423 -0.19864 2.25622 0.3 -0.3 1.0
H -3.55467 -0.88889 5.38759 -0.1 -0.1 0.2
H -1.11571 -0.28384 5.85946 -0.2 -0.1 -0.1
H 0.36266 0.24177 3.95422 -0.6 -0.1 -0.1
H -2.77942 -0.11490 1.23788 0.1 0.0 -0.1



Record 3
82
Properties=species:S:1:pos:R:3:forces:R:3 method="wB97M-V/def2-TZVPD" total_charge=-2 max_force_ev_per_a=4.094 spin_multiplicity=2 molar_mass_g_mol=760.302 e_above_lowest_ev=1.819 lumo_energy_ha="0.162 / 0.162"
V 0.42542 -0.58363 -0.22240 1.5 -0.3 0.1
C -0.67534 5.61098 3.20576 0.0 0.0 -0.1
C -0.93469 4.30490 3.96176 -0.1 -0.1 -0.4
N -1.86836 3.42675 3.27548 0.1 -0.3 -0.1
C -3.26379 3.57861 3.63849 0.2 -0.3 0.0
C -3.70803 2.65874 4.77600 0.1 -0.1 0.1
C -1.39441 2.52546 2.28134 0.2 0.5 -0.1
S -2.51192 1.34738 1.65631 0.3 0.2 0.5
N -0.13956 2.76472 1.99413 0.0 -0.6 -0.1
C 0.75608 2.18709 1.06374 -1.0 0.3 -0.4
O 0.50605 0.76750 0.68092 0.5 3.6 1.8
C 2.19351 2.36978 1.62921 -0.2 -0.5 -0.3
C 2.49925 3.51699 2.36508 0.0 0.0 0.0
C 3.77667 3.71324 2.87794 -0.1 -0.1 -0.1
C 4.78003 2.77139 2.65897 -0.1 0.1 0.0
C 4.49091 1.64049 1.91107 -0.1 0.0 0.0
C 3.20856 1.44318 1.39807 -0.1 0.2 0.1
H 0.05906 6.23647 3.73238 -0.1 -0.1 -0.1
H -1.60307 6.18606 3.09262 0.1 0.0 0.0
H -0.29156 5.36459 2.20953 -0.1 0.1 0.1
H -1.33409 4.51551 4.95819 0.0 0.0 0.1
H 0.00694 3.77229 4.07018 0.1 0.0 0.1
H -3.87074 3.37198 2.76232 -0.1 0.0 -0.1
H -3.41817 4.62223 3.93438 0.0 0.1 -0.1
H -3.59333 1.62265 4.44464 0.0 0.1 0.1
H -4.76148 2.83842 5.03831 0.2 0.0 0.0
H -3.08872 2.81556 5.67093 -0.1 0.0 -0.1
H 1.71575 4.24919 2.51729 0.1 -0.1 0.0
H 3.99134 4.60948 3.45160 0.0 0.0 0.0
H 5.77406 2.92086 3.06842 0.0 0.0 0.0
H 5.26290 0.90035 1.71757 -0.1 0.0 0.0
H 3.00021 0.56951 0.80505 0.0 -0.1 -0.1
O -1.85291 -2.65155 -2.03915 -0.2 0.1 -0.1
S -0.89424 -2.55830 -0.97530 -0.8 -1.2 -0.6
O -0.59453 -3.81131 -0.32387 0.1 -0.1 0.1
O -1.25767 -1.49174 0.05327 0.2 -0.4 -0.5
O 0.42560 -1.93586 -1.52630 -0.8 -0.9 -0.6
C 2.35241 -4.39240 -0.99709 -0.5 0.2 -0.3
Ge 2.55651 -3.14674 0.49958 0.5 0.0 0.7
C 4.35086 -2.33490 0.34075 0.2 0.2 -0.1
C 2.93387 -4.40871 1.98222 -0.1 -0.3 0.2
C 1.29154 -1.83643 1.20661 -0.1 -0.4 -1.0
H 3.33307 -4.79152 -1.27432 -0.1 0.0 0.1
H 1.87907 -3.91229 -1.85649 0.1 -0.1 0.1
H 1.68519 -5.19524 -0.67346 0.1 0.0 -0.1
H 5.08359 -3.09547 0.03923 -0.1 0.1 0.1
H 4.63693 -1.94835 1.32996 0.0 -0.1 -0.2
H 4.37316 -1.50207 -0.36767 0.0 -0.1 0.1
H 3.74348 -5.10080 1.70552 -0.1 0.1 0.1
H 2.03635 -4.99929 2.21930 0.2 0.1 0.0
H 3.23438 -3.85659 2.88168 0.0 -0.1 -0.1
H 1.78922 -1.30122 2.00813 0.1 0.2 0.1
H 0.44756 -2.39327 1.60728 0.0 0.0 0.2
C 3.41321 -1.50093 -3.36344 0.1 -0.4 0.1
P 2.57313 -0.07156 -2.66878 0.3 -0.1 0.7
C 3.64750 1.32280 -2.96357 0.2 0.3 0.3
C 1.24849 0.15921 -3.83102 -0.5 0.1 0.2
O 2.36128 -0.30414 -1.17652 -0.7 0.1 -0.8
H 3.78849 -1.29243 -4.36850 0.0 0.0 0.1
H 2.69088 -2.32418 -3.39798 0.1 0.1 0.0
H 4.23361 -1.79645 -2.70304 0.0 0.0 -0.1
H 3.78862 1.48640 -4.03574 0.0 0.0 0.1
H 4.60887 1.15274 -2.46908 -0.1 0.1 -0.1
H 3.14286 2.18059 -2.49885 0.1 -0.1 -0.1
H 1.70667 0.08743 -4.81859 0.0 0.0 -0.1
H 0.78178 1.12977 -3.68774 -0.1 0.1 0.0
H 0.49517 -0.61516 -3.69897 0.0 0.0 0.0
C -3.11543 2.00052 -1.66269 -0.2 -0.3 0.0
S -1.38148 1.98512 -1.93164 0.3 -0.3 0.7
O -1.11848 2.66136 -3.18383 0.2 -0.1 -0.2
O -0.92310 2.81568 -0.72584 -0.2 -0.3 -0.8
O -0.96275 0.57075 -1.88127 0.2 1.1 0.2
H -3.50954 2.92241 -2.08386 0.0 0.0 0.0
H -3.27250 1.93312 -0.58161 0.0 0.0 -0.1
H -3.50985 1.10912 -2.15823 0.0 0.2 0.0
C 0.97933 5.04385 -1.33072 0.1 -0.1 0.1
O 0.88658 4.28434 -0.13507 -0.6 -0.3 -0.3
C 0.72321 2.91427 -0.37533 2.0 -0.7 -0.1
O 1.40692 2.38586 -1.30760 -0.9 0.8 0.8
H 1.93057 4.86884 -1.83852 0.0 0.0 0.0
H 0.90738 6.09051 -1.03401 0.0 0.0 0.0
H 0.17619 4.79626 -2.02525 -0.1 0.0 0.0